Density functional theory data (ωB97M-V/def2-TZVPD) for a molecular structure, C3H4LiO4Sc.

## Properties
**Molecular weight**: 155.96 g/mol
**LUMO**: -10.666 eV
**Energy**: -32254.333 eV
**Charge**: +2
**HOMO-LUMO gap**: 0.297 Eh

XYZ file:
```
13
Properties=species:S:1:pos:R:3:forces:R:3:lowdin_charge:R:1
H -2.4773 0.8480 1.2016 0.26 0.18 -0.06 0.113
C -1.7381 0.5276 0.4557 -0.20 -0.62 0.62 -0.263
C -2.3634 -0.2882 -0.6042 -0.30 -0.35 -0.80 -0.143
O -1.7127 -0.9712 0.4589 0.46 0.22 -0.02 -0.215
H -3.4476 -0.4339 -0.6195 0.33 0.23 0.05 0.150
H -1.8782 -0.3900 -1.5809 -0.18 0.00 0.19 0.125
O 1.2743 -0.5051 0.0240 -1.99 0.18 1.44 -0.091
C 2.3220 0.1836 0.1969 3.48 -0.60 -3.70 -0.690
O 3.4857 -0.3750 -0.0316 -0.69 0.72 0.78 0.259
Li -0.0210 -1.7980 0.3512 -0.20 -0.82 0.10 0.824
H 4.1188 0.3610 -0.2305 -0.03 -0.71 0.42 0.199
Sc 0.2025 1.3956 0.2373 -0.24 0.79 -0.38 1.733
O 2.2348 1.4456 0.1411 -0.69 0.77 1.36 -0.002
```
Forces are in eV/Å.